Formula: C18H30Ba2N2O8S2
Source: OMol25
Level of theory: ωB97M-V/def2-TZVPD

```
62
Properties=species:S:1:pos:R:3:mulliken_charge:R:1
Ba -3.451 4.098 -0.905 1.641
Ba -0.081 6.010 -2.144 1.783
O -0.588 3.766 -0.519 -0.994
C -0.373 2.386 -0.662 1.548
C -1.561 1.317 -0.571 -0.636
O -2.597 1.352 -1.513 -0.874
H 0.310 2.012 0.122 -0.744
H 0.353 2.101 -1.438 -0.205
H -2.026 1.326 0.443 0.344
H -1.194 0.293 -0.391 0.127
O 2.555 2.263 3.013 -0.538
S 3.361 2.249 1.847 1.148
O 4.749 1.916 1.900 -0.619
O 2.614 1.224 0.817 -0.187
C 3.450 0.582 -0.164 -0.392
C 2.964 1.010 -1.556 -0.613
C 3.148 3.819 0.899 -0.866
H 3.440 -0.503 -0.084 0.315
H 4.501 0.851 -0.075 0.418
H 2.850 2.089 -1.667 0.193
H 1.974 0.568 -1.708 -0.127
H 3.541 0.586 -2.378 0.473
H 2.086 4.024 0.758 0.061
H 3.800 3.862 0.032 0.350
H 3.487 4.570 1.617 0.486
O -3.795 -4.704 -1.358 -0.622
S -3.511 -3.381 -0.858 1.159
O -4.577 -2.416 -0.657 -0.607
O -2.812 -3.790 0.584 -0.389
C -3.144 -2.997 1.746 -0.167
C -1.939 -3.085 2.705 -0.889
C -2.037 -2.545 -1.501 -0.907
H -4.048 -3.347 2.236 0.315
H -3.257 -1.973 1.385 0.265
H -1.210 -2.288 2.558 0.093
H -1.477 -4.060 2.574 0.343
H -2.314 -2.938 3.718 0.344
H -2.460 -1.558 -1.700 0.239
H -1.875 -3.028 -2.464 0.379
H -1.253 -2.565 -0.759 0.425
N -0.531 -0.130 -5.201 -0.626
C 0.382 -0.491 -6.100 -0.271
C 1.497 -1.282 -5.834 -0.400
C 1.656 -1.673 -4.510 -0.560
C 0.761 -1.222 -3.551 -0.151
C -0.399 -0.567 -3.936 -0.267
H 0.210 -0.223 -7.136 0.374
H 2.174 -1.587 -6.617 0.417
H 2.382 -2.427 -4.235 0.428
H 0.835 -1.725 -2.592 0.458
H -1.198 -0.426 -3.221 0.574
N 0.443 -0.790 5.315 -0.528
C -0.692 -0.286 5.797 -0.332
C -1.525 0.598 5.143 -0.380
C -1.108 1.019 3.888 -0.309
C -0.009 0.437 3.274 0.257
C 0.771 -0.400 4.077 -0.403
H -0.966 -0.539 6.817 0.356
H -2.474 0.950 5.520 0.394
H -1.723 1.737 3.354 0.271
H 0.245 0.711 2.260 0.261
H 1.668 -0.785 3.606 0.364
```

* ΔE to the lowest compared entry with this formula, charge and spin: 0.0000 eV
* net charge: +2
* E_HOMO: -12.766 eV
* energy: -61549.0972 eV
* gap between HOMO and LUMO: 0.115 hartree